No. 1
Molecular formula: C46H43AsF5MnN2O4PSi2
Method: DFT, ωB97M-V/def2-TZVPD

Geometry (Å):
Mn 0.290 -0.451 -0.688
O 1.106 2.900 -0.757
C -0.078 2.586 -0.773
O -0.571 1.398 -0.635
C -1.110 3.703 -0.885
C -0.587 4.997 -0.854
C -1.403 6.108 -0.893
C -2.780 5.941 -0.958
C -3.312 4.666 -0.997
C -2.502 3.527 -0.983
P -3.279 1.842 -0.952
C -4.897 2.100 -1.778
C -5.001 2.767 -3.000
C -6.178 2.740 -3.734
C -7.276 2.027 -3.274
C -7.178 1.328 -2.080
C -6.001 1.359 -1.346
C -3.729 1.844 0.835
C -2.847 1.181 1.690
C -3.065 1.162 3.061
C -4.168 1.808 3.596
C -5.047 2.483 2.756
C -4.825 2.505 1.389
H 0.491 5.088 -0.791
H -0.967 7.099 -0.859
H -3.441 6.799 -0.973
H -4.387 4.551 -1.038
H -4.149 3.311 -3.390
H -6.233 3.275 -4.675
H -8.193 2.002 -3.849
H -8.016 0.745 -1.718
H -5.940 0.790 -0.426
H -1.975 0.696 1.273
H -2.371 0.637 3.705
H -4.343 1.791 4.665
H -5.906 2.997 3.170
H -5.516 3.036 0.746
F -1.670 -1.743 1.670
C -2.308 -1.686 0.480
C -1.624 -1.303 -0.649
C -2.362 -1.232 -1.806
F -1.776 -0.797 -2.939
C -3.711 -1.532 -1.868
F -4.398 -1.429 -3.012
C -4.363 -1.909 -0.709
F -5.669 -2.193 -0.735
C -3.660 -1.987 0.482
F -4.296 -2.346 1.603
O 1.988 0.230 -1.926
C 2.644 0.436 -0.890
N 3.916 0.883 -0.779
C 4.268 1.019 0.627
C 2.896 0.641 1.293
O 2.692 0.747 2.484
N 2.081 0.165 0.325
C 5.235 -0.054 1.102
C 5.570 -1.135 0.296
C 6.359 -2.166 0.792
C 6.810 -2.132 2.101
C 6.467 -1.060 2.916
C 5.682 -0.031 2.424
C 4.699 2.445 0.944
C 6.045 2.786 1.018
C 6.433 4.103 1.232
C 5.473 5.092 1.371
C 4.127 4.760 1.284
C 3.740 3.448 1.068
H 4.371 1.371 -1.531
H 5.195 -1.177 -0.718
H 6.608 -3.004 0.152
H 7.416 -2.940 2.491
H 6.803 -1.033 3.945
H 5.390 0.787 3.068
H 6.799 2.016 0.917
H 7.485 4.352 1.290
H 5.771 6.119 1.543
H 3.369 5.528 1.381
H 2.689 3.209 0.969
C 2.654 -5.209 0.956
Si 1.510 -3.745 1.294
C 2.394 -2.573 2.441
C -0.029 -4.395 2.151
As 1.244 -2.757 -0.822
Si 0.167 -4.442 -2.049
C 1.593 -5.393 -2.827
C -0.906 -3.751 -3.418
C -0.871 -5.674 -1.078
H 3.030 -5.598 1.908
H 3.514 -4.907 0.356
H 2.145 -6.028 0.439
H 2.367 -2.992 3.453
H 1.963 -1.572 2.484
H 3.443 -2.454 2.154
H 0.296 -4.840 3.099
H -0.556 -5.163 1.583
H -0.732 -3.595 2.385
H 2.163 -4.753 -3.503
H 1.211 -6.246 -3.396
H 2.284 -5.770 -2.069
H -0.438 -2.933 -3.965
H -1.869 -3.404 -3.043
H -1.095 -4.571 -4.120
H -0.303 -6.202 -0.310
H -1.248 -6.424 -1.784
H -1.731 -5.195 -0.604

Output
Kohn-Sham gap (alpha / beta)   6.699 / 7.719 eV
Lowest unoccupied orbital energy (alpha / beta)   1.58 / 2.54 eV
ΔE to the lowest compared entry with this formula, charge and spin   0.0243 eV
Spin multiplicity   5
Total charge   -1

No. 2
Molecular formula: C46H43F5N7O4STi
Method: DFT, ωB97M-V/def2-TZVPD

Geometry (Å):
Ti 1.191 0.508 1.645
C 3.843 1.521 3.544
N 2.365 1.561 3.489
C 1.900 0.965 4.770
C 1.855 2.924 3.524
C 2.501 3.955 4.194
C 1.845 5.152 4.441
C 0.511 5.271 4.089
C -0.130 4.259 3.396
C 0.559 3.096 3.013
N 0.043 2.087 2.206
C -1.113 2.414 1.447
C -1.277 3.668 0.848
C -2.359 3.943 0.028
C -3.292 2.953 -0.236
C -3.133 1.697 0.326
C -2.058 1.415 1.164
N -1.850 0.130 1.736
C -2.112 0.163 3.180
C -2.602 -0.950 1.110
H 4.279 1.980 2.667
H 4.170 0.494 3.618
H 4.206 2.030 4.439
H 2.279 1.560 5.606
H 0.812 0.966 4.792
H 2.277 -0.048 4.838
H 3.513 3.829 4.550
H 2.356 5.955 4.954
H -0.043 6.164 4.347
H -1.170 4.381 3.136
H -0.532 4.434 1.007
H -2.462 4.925 -0.414
H -4.141 3.152 -0.876
H -3.858 0.924 0.114
H -3.145 0.476 3.383
H -1.975 -0.833 3.599
H -1.430 0.862 3.662
H -3.677 -0.901 1.329
H -2.477 -0.917 0.027
H -2.214 -1.894 1.487
C -6.193 -4.424 -9.083
O -5.484 -5.220 -8.148
C -4.760 -4.590 -7.200
C -4.656 -3.208 -7.076
C -3.883 -2.669 -6.061
C -3.207 -3.487 -5.161
C -3.320 -4.873 -5.299
C -4.085 -5.422 -6.303
C -2.405 -2.870 -4.107
N -2.211 -1.578 -3.959
C -1.421 -1.456 -2.851
C -1.126 -2.693 -2.316
N -1.761 -3.591 -3.135
C -0.283 -2.867 -1.180
C 0.156 -4.084 -0.643
C 1.007 -4.066 0.431
C 1.386 -2.839 0.983
N 0.975 -1.681 0.509
C 0.174 -1.685 -0.566
C -0.141 -0.384 -1.101
N 0.378 0.677 -0.446
C 0.238 1.866 -1.018
C -0.466 2.081 -2.204
C -1.070 1.019 -2.826
C -0.897 -0.255 -2.274
H -6.702 -5.122 -9.741
H -5.512 -3.803 -9.669
H -6.932 -3.794 -8.582
H -5.168 -2.546 -7.759
H -3.798 -1.597 -5.960
H -2.805 -5.549 -4.627
H -4.178 -6.492 -6.419
H -1.787 -4.590 -3.035
H -0.156 -5.025 -1.077
H 1.380 -4.981 0.868
H 2.032 -2.817 1.847
H 0.713 2.684 -0.506
H -0.542 3.086 -2.593
H -1.649 1.128 -3.733
C 2.332 4.912 0.570
S 3.327 3.429 0.729
C 4.006 3.380 -0.927
O 2.348 2.284 0.768
H 2.994 5.765 0.419
H 1.791 5.031 1.508
H 1.645 4.813 -0.270
H 4.613 4.275 -1.063
H 3.206 3.334 -1.666
H 4.631 2.496 -1.006
C 0.581 -2.024 4.911
C 0.188 -1.798 3.480
O -0.550 -2.539 2.875
O 0.677 -0.689 2.914
H 0.018 -2.867 5.303
H 0.388 -1.138 5.510
H 1.647 -2.245 4.963
F 3.382 -1.481 3.328
C 3.875 -1.219 2.087
C 3.196 -0.361 1.246
C 3.775 -0.249 -0.008
F 3.169 0.458 -0.985
C 4.955 -0.874 -0.382
F 5.456 -0.699 -1.604
C 5.612 -1.695 0.520
F 6.741 -2.301 0.186
C 5.054 -1.877 1.773
F 5.645 -2.674 2.660

Output
Kohn-Sham gap   6.502 eV
Lowest unoccupied orbital energy   -3.28 eV
ΔE to the lowest compared entry with this formula, charge and spin   0.4988 eV
Total charge   +1

No. 3
Molecular formula: C46H43N5O8P2SY
Method: DFT, ωB97M-V/def2-TZVPD

Geometry (Å):
Y 0.034 -0.021 0.030
C 3.926 -1.229 1.340
C 3.021 -0.322 2.018
N 1.776 0.062 1.639
C 1.391 0.962 2.617
C 2.374 1.098 3.584
N 3.368 0.279 3.163
C 2.576 1.856 4.828
O 1.597 2.638 5.221
O 3.607 1.756 5.465
C 0.079 1.668 2.584
O -0.178 2.433 3.536
O -0.677 1.446 1.599
H 3.354 -1.601 0.356
H 4.176 -2.086 1.968
H 4.860 -0.728 1.060
H 4.241 0.165 3.653
H 0.809 2.619 4.582
N -2.545 1.026 -1.349
P -1.002 1.757 -1.734
C -1.495 2.818 -3.139
C -0.485 3.497 -3.826
C -0.782 4.322 -4.901
C -2.099 4.481 -5.313
C -3.113 3.813 -4.641
C -2.811 2.988 -3.563
C -0.829 3.030 -0.415
C 0.317 2.984 0.419
C 0.515 3.938 1.410
C -0.420 4.945 1.597
C -1.550 5.000 0.796
C -1.747 4.053 -0.203
P -2.717 0.017 0.045
C -3.542 1.253 1.206
C -3.045 1.503 2.488
C -3.665 2.414 3.336
C -4.799 3.092 2.921
C -5.313 2.858 1.654
C -4.691 1.950 0.811
C -4.243 -0.942 -0.341
C -4.680 -1.907 0.575
C -5.824 -2.657 0.339
C -6.556 -2.463 -0.824
C -6.139 -1.514 -1.742
C -4.996 -0.760 -1.499
H -2.724 0.423 -2.152
H 0.550 3.393 -3.517
H 0.016 4.845 -5.416
H -2.334 5.128 -6.150
H -4.144 3.939 -4.951
H -3.628 2.499 -3.045
H 1.068 2.190 0.284
H 1.396 3.892 2.037
H -0.270 5.685 2.374
H -2.288 5.780 0.949
H -2.645 4.114 -0.808
H -2.162 1.003 2.839
H -3.251 2.599 4.320
H -5.279 3.806 3.581
H -6.199 3.387 1.319
H -5.105 1.793 -0.180
H -4.137 -2.077 1.491
H -6.146 -3.392 1.067
H -7.450 -3.047 -1.010
H -6.709 -1.352 -2.649
H -4.723 -0.011 -2.234
C -1.044 -3.997 1.570
C -0.343 -2.690 1.393
N -0.856 -1.536 1.595
O -2.165 -1.658 2.052
C 1.096 -2.717 0.966
C 1.993 -3.700 1.662
N 1.388 -1.912 0.010
O 2.671 -1.977 -0.421
H -2.075 -3.924 1.223
H -1.040 -4.274 2.627
H -0.547 -4.776 0.993
H -2.457 -0.735 2.045
H 1.562 -3.988 2.622
H 2.965 -3.274 1.855
H 2.109 -4.595 1.045
O -0.744 -1.301 -1.245
O 1.196 1.114 -2.220
S 2.081 -0.045 -1.828
C 3.460 -0.001 -2.991
C 3.313 0.608 -4.227
C 4.378 0.644 -5.115
C 5.597 0.077 -4.762
C 5.749 -0.521 -3.519
C 4.681 -0.558 -2.631
C 1.318 -1.565 -2.632
C 0.212 -1.426 -3.467
C -0.384 -2.525 -4.065
C 0.116 -3.793 -3.841
C 1.214 -3.959 -3.017
C 1.820 -2.860 -2.408
H 2.365 1.058 -4.502
H 4.258 1.117 -6.082
H 6.430 0.107 -5.456
H 6.701 -0.956 -3.240
H 4.811 -1.020 -1.659
H -0.194 -0.440 -3.659
H -1.244 -2.385 -4.709
H -0.351 -4.653 -4.310
H 1.610 -4.954 -2.842
H 2.661 -3.036 -1.784

Output
Kohn-Sham gap   6.084 eV
Lowest unoccupied orbital energy   2.42 eV
ΔE to the lowest compared entry with this formula, charge and spin   8.6734 eV
Total charge   -1

No. 4
Molecular formula: C46H44F9N8O13
Method: DFT, ωB97M-V/def2-TZVPD

Geometry (Å):
C 2.726 -0.086 2.717
C 2.480 0.537 1.256
O 2.827 -0.205 0.277
N 1.895 1.862 0.989
C 0.680 1.797 0.125
C -0.469 2.861 0.489
C -0.620 3.204 2.050
C -1.956 2.643 2.744
C -2.307 1.129 2.394
C -1.289 -0.006 2.143
N -1.702 -1.356 1.786
C -3.098 -1.754 1.668
C -3.376 -3.273 1.251
F -4.526 -3.411 0.380
F -2.242 -3.674 0.432
C -3.618 -4.267 2.486
F -4.773 -3.844 3.232
F -3.960 -5.567 1.974
C -2.407 -4.358 3.531
F -1.118 -4.431 2.943
F -2.408 -3.163 4.335
C -2.510 -5.592 4.568
F -2.225 -6.829 3.910
F -3.780 -5.737 5.158
F -1.575 -5.413 5.636
C -4.263 -0.751 1.934
C -5.817 -1.118 1.871
O -6.590 -0.552 2.973
O -6.000 -0.853 4.161
C -3.836 0.729 2.289
N -4.834 1.799 2.549
H 2.248 0.571 3.519
H 2.288 -1.156 2.790
H 3.850 -0.167 2.957
H 2.592 2.544 0.650
H 1.032 2.056 -0.950
H 0.299 0.706 0.044
H -0.249 3.822 -0.120
H -1.465 2.463 0.046
H -0.681 4.364 2.126
H 0.263 2.895 2.704
H -1.771 2.684 3.889
H -2.808 3.381 2.548
H -0.158 0.221 2.202
H -0.912 -2.014 1.618
H -6.049 -2.236 1.865
H -6.282 -0.658 0.916
H -6.442 -0.348 4.890
H -4.759 2.480 1.761
H -4.550 2.312 3.410
C -1.780 10.203 1.027
C -2.873 9.609 0.401
C -3.160 8.267 0.625
C -2.347 7.529 1.484
C -1.247 8.115 2.108
C -0.966 9.457 1.876
N -2.660 6.123 1.743
O -3.622 5.634 1.164
O -1.944 5.510 2.529
H -1.562 11.252 0.854
H -3.503 10.195 -0.260
H -4.014 7.817 0.131
H -0.607 7.547 2.774
H -0.114 9.924 2.358
C 6.574 -0.745 -1.784
C 7.957 -0.609 -1.861
C 8.692 -0.296 -0.722
C 8.029 -0.127 0.493
C 6.643 -0.254 0.575
C 5.917 -0.564 -0.570
N 8.799 0.178 1.701
O 10.010 0.301 1.589
O 8.187 0.287 2.755
H 6.004 -0.994 -2.675
H 8.464 -0.750 -2.811
H 9.769 -0.193 -0.795
H 6.120 -0.119 1.515
H 4.839 -0.668 -0.516
C -5.268 -7.053 -2.580
C -5.089 -5.855 -1.895
C -4.931 -4.666 -2.598
C -4.959 -4.688 -3.994
C -5.130 -5.886 -4.685
C -5.284 -7.070 -3.971
N -4.818 -3.435 -4.741
O -4.651 -2.405 -4.099
O -4.878 -3.488 -5.960
H -5.397 -7.979 -2.027
H -5.077 -5.848 -0.809
H -4.793 -3.740 -2.051
H -5.147 -5.914 -5.769
H -5.420 -8.008 -4.500
C -1.224 -4.389 -1.951
C -0.003 -4.608 -1.322
C 1.130 -4.889 -2.082
C 1.026 -4.942 -3.473
C -0.199 -4.731 -4.106
C -1.322 -4.455 -3.335
N 2.220 -5.212 -4.277
O 3.272 -5.411 -3.686
O 2.097 -5.219 -5.493
H -2.103 -4.166 -1.365
H 0.068 -4.557 -0.240
H 2.077 -5.058 -1.581
H -0.291 -4.775 -5.186
H -2.281 -4.284 -3.812
C 7.100 4.756 -3.920
C 6.757 3.408 -3.969
C 6.009 2.841 -2.942
C 5.607 3.637 -1.871
C 5.953 4.986 -1.811
C 6.703 5.543 -2.842
N 4.799 3.051 -0.800
O 4.529 1.861 -0.875
O 4.433 3.786 0.112
H 7.679 5.196 -4.726
H 7.070 2.799 -4.811
H 5.749 1.790 -2.992
H 5.648 5.611 -0.979
H 6.976 6.592 -2.807

Output
Kohn-Sham gap   6.424 eV
Lowest unoccupied orbital energy   -4.74 eV
Total charge   +1

| no. | E (eV) |
| --- | --- |
| 1 | -190367.714 |
| 2 | -114556.334 |
| 3 | -102682.133 |
| 4 | -111381.339 |